[1]
This record from the Open Molecules 2025 dataset describes a single C2H5NO molecule. The level of theory is ωB97M-V/def2-TZVPD.

```
9
Properties=species:S:1:pos:R:3:forces:R:3:nbo_charge:R:1
C 0.74300 -0.22236 -0.79411 0.03 -0.09 -0.07 -0.719
C -0.11111 -0.43301 0.44037 0.05 -0.03 0.04 0.673
N -0.98074 0.58673 0.71522 0.00 0.01 0.14 -0.831
O -0.03287 -1.42354 1.14224 -0.03 0.30 -0.21 -0.608
H 1.62351 0.37314 -0.52715 -0.14 -0.10 -0.02 0.234
H 0.20068 0.29802 -1.58917 0.06 -0.05 0.13 0.216
H 1.07694 -1.19408 -1.15790 -0.01 0.12 0.05 0.243
H -1.44151 0.56717 1.61192 0.01 -0.01 -0.11 0.402
H -0.93840 1.46388 0.22311 0.03 -0.16 0.04 0.390
```
Positions in Å, forces in eV/Å.

Computed properties:
HOMO-LUMO gap	10.75	eV
largest force on an atom	0.4	eV Å⁻¹
HOMO level	-9.86	eV

[2]
This record from the Open Molecules 2025 dataset describes 11 unconnected molecules or ions with the total composition C51H134N10O15 in a non-equilibrium geometry. The level of theory is ωB97M-V/def2-TZVPD.

```
210
Properties=species:S:1:pos:R:3:forces:R:3:mulliken_charge:R:1
C 3.87200 -5.87526 0.70080 -0.62 0.07 0.94 -0.672
O 2.55303 -6.29139 1.07953 0.23 -0.56 -0.65 -0.403
C 1.42370 -5.76037 0.40217 0.38 1.08 0.61 -1.136
C 1.12171 -4.30017 0.89308 -1.38 -0.24 0.28 0.890
C 1.05622 -4.17007 2.39793 2.21 -0.74 0.52 -1.706
N -0.19919 -3.87960 0.48071 -0.61 0.09 -1.66 0.131
H 4.52040 -6.48357 1.33138 0.08 0.17 0.01 0.251
H 3.99056 -4.82534 0.96855 0.27 0.17 -0.09 0.265
H 4.20627 -6.02728 -0.32549 -0.63 -0.13 -0.33 0.283
H 1.51962 -5.81093 -0.68242 0.33 0.27 -0.18 0.359
H 0.58239 -6.41696 0.62391 -0.06 0.03 0.39 0.399
H 1.82960 -3.60369 0.44373 0.20 0.01 0.06 0.324
H 0.55041 -5.04558 2.80504 -0.05 0.02 0.18 0.386
H 0.61613 -3.25843 2.80207 -0.04 -0.10 -0.56 0.087
H 2.10011 -4.18636 2.71121 0.08 -0.20 0.84 0.491
H -0.92326 -4.37947 0.97667 -0.03 -0.28 0.06 0.257
H -0.33080 -2.90453 0.70879 -0.02 0.25 -0.02 -0.588
C -0.87204 6.90249 0.67861 -0.07 0.60 0.12 -0.728
O 0.06293 6.56284 -0.31589 0.14 -0.32 -0.18 -0.371
C 0.49306 5.22688 -0.13377 0.38 -0.94 0.19 -0.593
C 1.73398 4.75997 -0.97553 -0.95 -0.17 -0.43 0.494
C 1.61872 4.88906 -2.50224 -0.22 0.80 0.07 -0.783
N 1.98881 3.32493 -0.70817 0.06 0.57 0.91 -0.483
H -0.41329 6.92912 1.66701 0.22 0.05 0.16 0.320
H -1.73246 6.23963 0.77026 -0.03 -0.49 -0.37 0.240
H -1.28106 7.88811 0.45643 0.22 0.05 -0.08 0.276
H 0.74987 5.04693 0.91015 0.54 0.31 0.36 0.452
H -0.37314 4.56786 -0.19302 -0.25 -0.38 -0.88 -0.067
H 2.54479 5.37797 -0.58983 0.29 -0.16 -0.12 0.423
H 0.94628 4.11139 -2.86440 -0.10 0.03 -0.12 -0.119
H 2.58860 4.76083 -2.98286 0.11 -0.29 0.17 0.194
H 1.26249 5.85304 -2.86549 -0.24 0.14 0.18 0.524
H 1.24326 2.77361 -1.10856 -0.66 -0.12 0.14 -0.013
H 2.78003 3.02683 -1.26063 0.44 0.35 0.05 0.312
C -1.19366 -3.64949 -6.85890 0.40 -0.17 -0.47 -0.903
O -0.30811 -3.47660 -5.78725 0.25 -0.22 0.63 -0.235
C -0.71556 -4.26983 -4.68136 0.19 -0.62 -0.22 -1.296
C -0.03690 -3.87063 -3.38813 0.53 -1.01 0.81 1.973
C 1.50694 -3.89967 -3.34555 -0.52 0.60 -1.15 -1.298
N -0.55340 -4.70560 -2.27603 -0.70 0.72 -0.89 -0.640
H -0.65348 -3.35631 -7.75910 -0.31 0.46 -0.02 0.251
H -2.11718 -3.09738 -6.68461 -0.10 0.19 -0.24 0.327
H -1.44913 -4.69497 -7.03156 -0.07 -0.30 0.25 0.381
H -1.79622 -4.19212 -4.56197 -0.19 0.21 0.29 0.478
H -0.54083 -5.32343 -4.89930 0.24 -0.35 -0.16 0.428
H -0.38604 -2.84136 -3.30555 0.17 0.20 0.84 -0.650
H 1.89637 -3.55321 -2.38826 -0.20 0.21 0.00 0.190
H 1.82487 -3.24050 -4.15334 0.57 0.15 0.06 0.432
H 1.96077 -4.87258 -3.53422 -0.34 -0.25 -0.07 0.377
H -0.27396 -4.27690 -1.40527 -0.35 0.25 0.49 0.121
H -0.14203 -5.62724 -2.23786 0.19 -0.16 -0.57 0.431
C -3.79294 2.17820 -1.09486 -0.60 -0.38 -1.32 -0.539
O -3.80081 2.15490 -2.53719 -0.87 0.04 0.48 -0.300
C -4.23935 3.41122 -3.05964 1.55 -0.10 -0.53 -0.997
C -4.57539 3.32009 -4.57958 0.49 -0.72 1.71 1.414
C -4.42392 4.62386 -5.24867 1.19 0.88 -1.07 -1.605
N -5.93255 2.90459 -4.80256 -0.23 -0.47 -0.09 -0.754
H -3.07429 2.90188 -0.71025 0.36 -0.22 0.11 0.190
H -3.64249 1.13262 -0.82613 0.39 0.25 0.43 0.054
H -4.77949 2.47765 -0.74109 -0.17 0.02 0.16 0.531
H -5.05011 3.83584 -2.46763 -0.38 -0.07 -0.04 0.437
H -3.35975 4.03805 -2.91302 0.00 0.73 -0.16 0.350
H -3.88105 2.58255 -4.98209 -0.02 -0.06 -0.20 -0.385
H -4.71926 4.52627 -6.29334 -0.53 0.11 0.07 0.414
H -3.37725 4.91181 -5.34702 0.14 0.23 0.47 0.316
H -4.97700 5.41379 -4.74051 -0.07 0.10 -0.12 0.477
H -6.46329 3.71699 -4.52252 -0.75 -0.19 0.09 0.297
H -6.11988 2.14302 -4.16615 -0.47 -0.15 0.07 0.293
C -6.98515 0.17964 1.01994 1.41 -0.30 -0.33 -0.909
O -5.79639 -0.56173 1.41060 -1.02 -0.93 0.87 -0.115
C -5.98202 -2.02100 1.47446 1.53 0.92 -0.30 -1.118
C -4.71060 -2.74054 2.06035 1.09 1.91 -0.24 1.231
C -3.39047 -2.47963 1.25919 -1.49 0.95 0.44 -0.629
N -4.87632 -4.13518 2.20445 -0.51 -1.10 -0.20 -0.562
H -7.05568 0.02478 -0.05670 -0.66 0.11 -0.08 0.327
H -6.79377 1.23647 1.20594 0.33 -0.03 -0.04 0.223
H -7.91365 -0.02468 1.55306 0.11 -0.68 0.07 0.342
H -6.84598 -2.29508 2.07989 -0.17 0.15 0.07 0.420
H -6.09356 -2.39168 0.45551 -0.35 -0.10 -0.23 0.348
H -4.53622 -2.35546 3.06504 -0.08 0.42 0.13 -0.475
H -3.33485 -1.39363 1.18418 0.38 0.11 -0.10 -0.184
H -3.45491 -2.84712 0.23503 0.06 -0.31 -0.01 0.622
H -2.49989 -2.83970 1.77427 -0.24 -0.14 -0.02 -0.284
H -4.74208 -4.55841 1.29729 -0.17 -0.42 -0.11 0.342
H -5.82359 -4.31258 2.50666 -0.16 -0.50 0.10 0.315
C -0.53975 -0.87931 2.76927 -1.72 1.30 0.14 -0.822
O -0.41544 -1.02370 1.35458 1.23 1.06 0.48 1.540
C -0.56740 0.28201 0.70268 0.34 -2.23 -2.45 -0.856
C -0.14207 -0.00970 -0.81010 -1.88 1.49 0.48 1.104
C 1.21474 -0.54908 -0.90002 1.28 -1.01 0.45 0.005
N -0.19463 1.20410 -1.62826 0.34 0.73 0.43 0.727
H -0.01078 -0.02417 3.19002 0.50 0.12 -0.33 0.494
H -0.35251 -1.70997 3.44976 0.26 -0.53 -0.86 -0.270
H -1.58917 -0.60786 2.88389 -0.23 -0.07 0.68 -0.247
H -1.62944 0.52711 0.69233 -0.04 0.39 0.36 -0.610
H 0.08332 1.08349 1.05238 -0.03 -0.15 0.53 0.368
H -0.83014 -0.71716 -1.27289 -0.29 -0.53 0.47 0.224
H 1.93378 -0.01264 -0.28090 0.00 0.22 0.08 0.031
H 1.58952 -0.52814 -1.92335 -0.07 -0.22 -0.09 0.356
H 1.16289 -1.57176 -0.52649 0.41 -0.13 -0.19 -1.100
H -1.11253 1.56902 -1.83889 -0.43 -0.22 0.39 -0.339
H 0.17554 0.97761 -2.54028 0.14 -0.04 -0.16 -0.427
C 7.74827 1.96016 -7.60287 0.07 0.79 -0.28 -0.811
O 6.66585 2.03255 -6.70729 -1.95 -1.18 -0.51 -0.287
C 5.48778 1.25958 -7.19915 0.46 -0.66 1.66 -0.658
C 4.62459 0.74256 -5.95600 0.83 0.51 -0.98 -0.632
N 3.89008 1.81855 -5.34362 0.09 1.08 -1.02 -0.103
C 3.03621 1.53796 -4.22287 1.21 -0.57 0.81 0.856
C 3.88578 1.37382 -2.93819 -1.47 0.47 0.00 -0.450
O 4.33602 2.66034 -2.52177 -0.33 -0.16 -1.88 -0.297
C 5.48207 2.58030 -1.77207 1.08 0.30 0.67 -0.849
H 8.28767 1.01481 -7.66172 -0.21 -0.40 0.44 0.317
H 8.44515 2.73576 -7.28524 0.09 -0.07 -0.06 0.242
H 7.43389 2.18604 -8.62182 -0.08 0.17 -0.19 0.327
H 5.87891 0.40989 -7.75874 0.08 -0.35 0.23 0.457
H 4.85994 1.77579 -7.92541 0.08 0.74 0.29 0.344
H 5.31498 0.24203 -5.27706 0.39 -0.10 0.18 0.265
H 3.90573 -0.02537 -6.24172 0.00 -0.03 -0.50 0.411
H 4.52437 2.57589 -5.13333 -0.01 0.20 0.10 0.373
H 2.52187 0.60069 -4.43521 -0.29 0.05 0.15 -0.143
H 2.31612 2.34270 -4.07473 -0.06 -0.09 0.03 -1.150
H 4.69761 0.67446 -3.13802 0.25 0.09 0.14 0.748
H 3.27329 1.02294 -2.10763 -0.08 -0.59 0.02 0.224
H 5.94195 3.56704 -1.71776 -0.33 0.17 0.41 0.256
H 6.26506 1.97792 -2.23267 -0.07 -0.47 -0.13 0.344
H 5.21728 2.17766 -0.79438 0.45 0.04 0.40 0.210
C -0.37792 -0.39682 -5.09963 0.21 1.37 -0.48 -1.078
O -0.08878 0.85602 -4.44269 0.19 -0.60 0.67 0.668
C -1.01801 1.88306 -4.64991 -0.99 0.48 -2.82 -1.001
C -0.86114 2.53227 -6.09008 -0.59 0.39 1.86 -0.240
N 0.18219 3.50817 -5.97833 0.77 1.05 -1.33 -0.082
C 0.60659 4.14149 -7.26882 0.78 0.23 0.96 -0.863
C -0.51177 4.70603 -8.13127 0.32 -0.98 0.43 -0.576
O -1.02719 3.66481 -8.93180 -1.05 0.44 -0.57 -0.296
C -2.15407 4.08560 -9.73424 1.19 -0.90 -0.02 -0.739
H 0.46111 -1.07816 -4.95859 -0.19 0.11 0.30 0.089
H -0.42487 -0.15484 -6.16140 -0.18 -0.43 -0.23 0.404
H -1.33056 -0.82156 -4.78314 0.03 -0.07 0.22 0.267
H -0.97285 2.71604 -3.94833 0.87 -0.22 0.31 -0.036
H -2.06952 1.60305 -4.58665 -0.02 -0.94 0.22 0.264
H -1.76730 3.12487 -6.21585 -0.42 -0.28 -0.35 0.138
H -0.76586 1.86065 -6.94327 0.00 -0.42 0.13 0.338
H 0.99243 3.10285 -5.53187 0.23 -0.03 -0.11 -0.081
H 1.30033 3.52675 -7.84233 -0.39 -0.60 -0.42 0.368
H 1.27693 4.95696 -6.99724 -0.21 0.38 0.23 0.544
H -0.15504 5.48581 -8.80416 0.11 0.37 0.25 0.526
H -1.27894 5.06054 -7.44289 -0.25 0.48 -0.06 0.214
H -3.02409 4.37342 -9.14406 -0.08 -0.30 0.16 0.246
H -2.29304 3.21504 -10.37527 -0.69 0.09 0.14 0.247
H -1.93282 4.90898 -10.41334 0.40 0.32 0.13 0.325
C -3.65012 1.29845 3.37261 -1.31 -0.14 0.21 -0.771
O -2.75852 1.01173 4.42760 0.18 -0.70 -0.94 -0.149
C -3.38066 1.00953 5.68133 1.84 -0.53 1.63 -0.598
C -2.26811 0.68396 6.75473 -0.50 -0.20 -0.39 -1.054
N -1.67036 -0.66781 6.73246 -0.16 0.20 0.14 0.738
C -0.64504 -0.73656 7.79047 0.41 -1.05 -0.75 -1.048
C 0.01239 -2.16706 7.86021 -1.24 0.61 0.02 -0.891
O 0.64710 -2.44785 6.63789 0.77 -0.19 -0.47 0.298
C 1.37264 -3.67563 6.49584 0.00 0.52 -0.50 -1.018
H -3.82983 2.37055 3.29258 0.30 0.21 -0.29 0.371
H -4.63618 0.86429 3.53780 -0.27 -0.12 0.57 0.386
H -3.45489 0.82027 2.41276 1.08 0.26 0.06 -0.027
H -4.14836 0.24669 5.81095 -0.36 0.03 -0.44 0.294
H -3.74241 2.01912 5.87622 -0.40 0.02 0.31 0.478
H -2.67772 0.72636 7.76395 -0.43 0.47 -0.07 0.525
H -1.49696 1.45109 6.68456 0.19 0.24 -0.08 0.389
H -1.15340 -0.81135 5.87674 -0.15 -0.03 -0.42 -0.542
H -1.11156 -0.48089 8.74184 0.10 -0.16 0.12 0.468
H 0.09884 0.01666 7.53086 0.57 0.02 0.49 0.674
H -0.76677 -2.92040 7.97636 -0.38 -0.01 0.30 0.539
H 0.62870 -2.24299 8.75603 0.59 0.12 -0.11 0.430
H 0.85240 -4.58812 6.78711 -0.36 0.18 0.49 0.355
H 2.36222 -3.63551 6.95106 -0.05 0.07 0.50 0.324
H 1.57084 -3.80603 5.43198 -0.15 0.24 -0.14 0.163
C 3.37163 0.03705 2.85882 -0.97 1.44 -0.71 -0.558
O 3.28100 0.48768 4.18582 1.15 -0.62 0.64 -0.426
C 2.90640 -0.56373 5.02963 -0.59 -0.42 1.91 0.037
C 3.41724 -0.49536 6.50975 0.18 1.34 -0.74 -0.797
N 3.06193 0.74635 7.25755 -0.50 -1.75 -1.29 -0.210
C 3.50764 0.70318 8.63443 0.08 0.56 -0.99 -0.773
C 4.98348 0.39557 8.84895 -0.30 -0.34 0.89 -0.614
O 5.21945 -1.01243 8.72964 0.49 0.22 -0.40 -0.270
C 6.61119 -1.30390 8.62339 -0.58 -0.66 0.14 -0.833
H 2.38411 -0.21805 2.47434 -0.50 0.17 -0.08 0.166
H 3.93233 -0.85918 2.59333 0.87 0.10 0.72 0.367
H 3.69953 0.95934 2.37928 0.24 -0.51 -0.77 0.269
H 3.30337 -1.50527 4.65012 -0.09 -0.25 -0.13 0.385
H 1.81674 -0.59103 5.03114 -0.25 -0.36 0.10 -0.200
H 4.49821 -0.63384 6.48926 0.31 0.15 -0.24 0.302
H 3.09164 -1.35233 7.09938 -0.51 -0.03 -0.26 0.396
H 3.26024 1.56626 6.70210 0.37 0.09 0.36 0.302
H 2.89254 -0.04809 9.12975 0.06 0.02 0.35 0.162
H 3.27979 1.70258 9.00509 0.08 -0.11 0.57 0.534
H 5.24532 0.68220 9.86748 0.09 0.11 0.34 0.533
H 5.60265 1.02771 8.21246 0.16 -0.28 -0.52 0.324
H 7.10751 -1.03512 9.55588 0.43 0.66 -0.26 0.328
H 7.01254 -0.92733 7.68253 0.33 0.69 0.28 0.327
H 6.79906 -2.37493 8.54773 -0.69 -0.24 0.05 0.251
C -5.03981 -3.91917 5.82821 0.38 1.08 0.77 -1.259
C -3.63488 -3.82389 6.42287 1.78 0.65 0.38 0.561
C -2.57484 -3.36528 5.43440 -0.23 -1.37 -1.84 -0.764
O -3.48165 -2.89262 7.53704 -1.71 -0.98 0.10 -0.700
H -5.75392 -4.10592 6.63024 -0.10 -0.15 -0.11 0.393
H -5.15112 -4.63193 5.01109 0.32 -0.14 0.22 0.299
H -5.24370 -2.92353 5.43420 -0.32 0.10 -0.14 0.216
H -3.30262 -4.77960 6.82823 -0.27 -0.35 -0.10 0.215
H -1.55789 -3.62699 5.72669 0.05 0.83 0.62 0.178
H -2.73264 -2.35446 5.05831 0.26 0.19 0.57 -0.157
H -2.61255 -3.94784 4.51392 -0.53 -0.40 -0.30 0.608
H -2.74456 -2.30203 7.36530 0.11 0.49 -0.53 0.110
```
Positions in Å, forces in eV/Å.

Computed properties:
HOMO-LUMO gap	8.86	eV
largest force on an atom	3.3	eV Å⁻¹
HOMO level	-8.30	eV

Q: Look up the HOMO level of the second one.
A: -8.30 eV

Q: Look up the HOMO-LUMO gap of the first one.
A: 10.75 eV